Formula: C8H18N2PtS2
Source: the OMol25 dataset
Level of theory: ωB97M-V with the def2-TZVPD basis set

Each line ends with the Löwdin charge.
Cartesian coordinates (Å):
Pt  -0.074  -0.799  -0.215  0.7586
N  1.935  -0.882  -1.202  -0.0862
C  2.950  -0.114  -0.398  -0.2312
C  3.474  -0.924  0.780  -0.1811
C  2.405  -1.508  1.702  -0.2037
C  1.553  -0.460  2.409  -0.2129
N  0.113  -0.550  1.989  -0.0898
H  2.265  -1.839  -1.310  0.1124
H  1.865  -0.488  -2.134  0.0984
H  2.476  0.812  -0.072  0.0952
H  3.792  0.172  -1.027  0.1319
H  4.132  -0.264  1.348  0.1358
H  4.097  -1.744  0.416  0.1292
H  2.892  -2.159  2.427  0.1285
H  1.740  -2.173  1.136  0.0840
H  1.892  0.551  2.184  0.1209
H  1.621  -0.582  3.490  0.1319
H  -0.408  0.244  2.347  0.1014
H  -0.301  -1.383  2.402  0.1054
C  -4.411  0.115  -1.496  -0.0735
C  -2.952  0.163  -1.150  -0.7236
S  -2.196  -1.214  -0.801  0.8865
C  -2.189  1.396  -1.157  -0.6922
C  -2.815  2.718  -1.473  -0.0551
S  -0.591  1.364  -0.814  0.8906
H  -4.831  -0.873  -1.321  0.0907
H  -4.565  0.376  -2.546  0.1157
H  -4.968  0.839  -0.895  0.1121
H  -3.814  2.610  -1.886  0.0957
H  -2.198  3.280  -2.175  0.1055
H  -2.888  3.315  -0.558  0.1191

## Properties
Kohn-Sham gap (spin up / spin down)   6.4 / 6.4 eV
Energy relative to the best compared isomer or geometry (same formula, charge and spin)   2.312 eV
Total charge   +2

=====

Formula: C3H8N3S
Source: the OMol25 dataset
Level of theory: ωB97M-V with the def2-TZVPD basis set

Each line ends with the Löwdin charge.
Cartesian coordinates (Å):
C  -1.022  2.508  -0.153  0.1785
C  -1.604  -0.943  -0.291  -0.8034
C  2.506  -0.412  0.704  -0.0403
N  -0.735  1.300  -0.074  0.0476
N  -0.869  0.163  0.159  0.0846
N  -1.038  -1.956  -0.979  0.2057
S  -3.078  -0.618  0.400  0.8519
H  -0.240  3.102  -0.297  0.0717
H  -1.926  2.940  0.164  0.1170
H  1.422  -0.853  0.515  0.0302
H  2.428  0.635  0.948  0.0043
H  2.908  -0.765  1.610  -0.0002
H  -1.703  -2.694  -1.105  0.1307
H  -0.236  -1.794  -1.478  0.0965
H  3.186  -0.614  -0.123  0.0252

## Properties
Kohn-Sham gap (spin up / spin down)   8.1 / 8.1 eV
Energy relative to the best compared isomer or geometry (same formula, charge and spin)   4.463 eV
Total charge   +1

=====

Formula: C4H13NO
Source: the OMol25 dataset
Level of theory: ωB97M-V with the def2-TZVPD basis set

Each line ends with the Löwdin charge.
Cartesian coordinates (Å):
C  -0.277  -2.185  -1.854  -0.1276
C  0.193  -0.955  -1.087  -0.3452
N  -0.733  -0.716  0.048  -0.1130
C  -0.707  0.624  0.778  -0.2730
C  -2.115  1.220  1.117  -0.1250
H  -0.443  -3.032  -1.022  0.0953
H  0.592  -2.661  -2.439  0.0848
H  -1.334  -1.987  -2.279  0.0978
H  1.202  -0.928  -0.618  0.1127
H  0.244  -0.186  -1.798  0.0765
H  -0.308  -1.284  0.753  0.0684
H  -0.213  0.355  1.811  0.1259
H  -0.104  1.234  0.052  0.1032
H  -2.033  1.947  2.004  0.0891
H  -2.577  1.441  0.113  0.0763
H  -2.820  0.426  1.431  0.0572
H  3.287  1.880  0.441  0.0395
H  4.145  2.348  1.758  0.0493
O  4.002  2.461  0.791  -0.0921

## Properties
Kohn-Sham gap   9.6 eV
Energy relative to the best compared isomer or geometry (same formula, charge and spin)   2.254 eV
Total charge   0

=====

Formula: C26H23O8S2
Source: the OMol25 dataset
Level of theory: ωB97M-V with the def2-TZVPD basis set

Each line ends with the Löwdin charge.
Cartesian coordinates (Å):
C  1.871  -3.241  1.879  -0.0968
C  2.068  -2.633  0.642  -0.0823
C  1.938  -1.243  0.509  -0.0424
C  1.570  -0.497  1.641  -0.2829
S  1.393  1.269  1.522  0.7173
C  -0.302  1.757  1.362  -0.4707
C  -0.700  3.111  1.405  -0.0599
S  -1.450  0.716  0.607  0.6839
C  -2.138  -0.510  1.732  -0.2521
C  -1.786  -1.835  1.482  -0.0736
C  -2.384  -2.855  2.221  -0.0959
C  -3.359  -2.582  3.174  -0.1082
C  -3.681  -1.249  3.471  -0.0856
C  -3.067  -0.217  2.741  -0.0512
O  -2.580  1.594  0.341  -0.3083
O  -0.776  0.061  -0.491  -0.2946
O  1.910  1.951  2.693  -0.3242
O  1.960  1.547  0.208  -0.3176
C  1.463  -1.090  2.888  -0.0681
C  1.566  -2.473  3.015  -0.0833
H  1.931  -4.331  1.969  0.0984
H  2.311  -3.215  -0.252  0.1045
H  2.123  -0.750  -0.449  0.1209
H  -1.789  3.212  1.677  0.1299
H  -0.145  3.856  2.002  0.1245
H  -1.065  -2.056  0.689  0.1085
H  -2.067  -3.899  2.003  0.1102
H  -3.864  -3.406  3.715  0.1022
H  -4.419  -1.031  4.260  0.1020
H  -3.327  0.817  2.934  0.1113
H  1.290  -0.450  3.759  0.1207
H  1.407  -2.934  3.979  0.0960
C  -1.942  6.298  -1.706  0.0233
C  -2.244  5.704  -0.349  -0.5373
C  -3.319  6.459  0.342  0.0103
O  -2.722  4.319  -0.379  0.0373
C  -1.791  3.500  -0.984  -0.3968
O  -2.149  2.912  -2.022  0.0720
C  -0.375  3.548  -0.375  -0.0904
C  0.536  3.010  -1.420  -0.1431
C  1.876  3.473  -1.431  -0.0530
C  2.749  3.134  -2.445  -0.1013
C  2.383  2.252  -3.456  -0.1077
C  1.110  1.668  -3.388  -0.0885
C  0.209  2.028  -2.394  -0.0372
C  -0.010  4.968  0.043  -0.4221
O  1.137  5.334  0.266  0.0872
O  -1.046  5.770  0.461  0.0539
H  -1.165  5.790  -2.294  0.1070
H  -2.896  6.289  -2.243  0.0991
H  -1.616  7.335  -1.538  0.1044
H  -3.609  5.898  1.221  0.0977
H  -2.913  7.410  0.651  0.0937
H  -4.125  6.541  -0.389  0.0984
H  2.187  4.110  -0.618  0.0949
H  3.743  3.557  -2.385  0.0919
H  3.077  1.946  -4.244  0.0876
H  0.821  0.881  -4.088  0.0941
H  -0.771  1.557  -2.379  0.0923

## Properties
Kohn-Sham gap   6.6 eV
Total charge   -1

=====

Formula: C8H15ClNO2
Source: the OMol25 dataset
Level of theory: ωB97M-V with the def2-TZVPD basis set

Each line ends with the Löwdin charge.
Cartesian coordinates (Å):
C  3.754  1.198  -0.036  0.1487
C  2.704  0.432  -0.262  -0.2354
C  1.727  0.048  0.786  -0.2351
C  2.346  -0.131  -1.598  -0.0203
C  -2.056  1.000  0.401  -0.0259
C  -1.480  -0.499  -1.250  -0.0107
C  -2.849  -1.350  0.542  -0.0121
C  -0.525  -1.061  0.936  -0.5122
N  -1.745  -0.438  0.208  -0.3843
O  2.015  0.565  1.989  0.1144
O  0.586  -0.420  0.425  -0.0498
Cl  -0.605  -0.660  2.697  0.6840
H  4.386  1.468  -0.818  0.0709
H  4.039  1.665  1.012  0.1451
H  1.409  -0.655  -1.468  0.0590
H  2.129  0.686  -2.262  0.0935
H  3.040  -0.728  -2.163  0.0986
H  -3.149  1.148  0.117  0.1341
H  -2.057  1.319  1.476  0.1026
H  -1.542  1.661  -0.230  0.0850
H  -2.185  0.103  -1.800  0.1162
H  -0.585  0.003  -1.587  0.0923
H  -1.402  -1.481  -1.590  0.1025
H  -3.229  -1.172  1.536  0.1033
H  -3.684  -1.074  -0.143  0.1284
H  -2.450  -2.289  0.315  0.0898
H  1.409  0.662  2.768  0.1176

## Properties
Kohn-Sham gap (spin up / spin down)   7.3 / 7.3 eV
Energy relative to the best compared isomer or geometry (same formula, charge and spin)   2.511 eV
Total charge   +1

=====

Formula: C10H9NO
Source: the OMol25 dataset
Level of theory: ωB97M-V with the def2-TZVPD basis set

Each line ends with the Löwdin charge.
Cartesian coordinates (Å):
C  -1.383  0.057  -0.206  -0.2240
C  -1.829  1.349  -0.083  -0.0278
C  -0.912  2.402  0.043  -0.0865
C  0.432  2.164  0.147  -0.0384
C  0.923  0.835  0.093  -0.1624
C  2.297  0.530  0.134  -0.0432
C  2.721  -0.769  0.093  -0.0829
C  1.811  -1.823  -0.102  -0.0820
C  0.494  -1.562  -0.255  -0.0279
C  0.010  -0.244  -0.129  -0.0961
H  -2.343  -2.719  0.495  0.0965
H  -3.185  -0.616  -0.603  0.1082
H  -2.891  1.556  -0.181  0.1121
H  -1.332  3.418  0.081  0.1108
H  1.117  3.000  0.302  0.1142
H  3.011  1.347  0.263  0.1148
H  3.792  -0.946  0.212  0.1062
H  2.199  -2.810  -0.231  0.0975
H  -0.240  -2.368  -0.382  0.1097
N  -2.267  -1.021  -0.460  -0.0290
O  -2.425  -1.780  0.768  -0.0697

## Properties
Kohn-Sham gap   8.7 eV
Energy relative to the best compared isomer or geometry (same formula, charge and spin)   1.533 eV
Total charge   0

=====

Formula: C14H14F5GaN4O2S2
Source: the OMol25 dataset
Level of theory: ωB97M-V with the def2-TZVPD basis set

Each line ends with the Löwdin charge.
Cartesian coordinates (Å):
Ga  0.993  0.022  -0.302  0.2181
C  -1.508  -1.402  3.334  0.0581
O  -0.258  -0.648  3.452  0.0752
C  0.335  -0.264  2.380  -0.5202
O  -0.094  -0.413  1.223  -0.0042
N  1.536  0.310  2.530  0.1071
N  2.247  0.555  1.343  0.0515
H  -1.673  -1.826  4.314  0.1117
H  -1.402  -2.177  2.585  0.1055
H  -2.317  -0.728  3.070  0.1126
H  1.939  0.462  3.442  0.1947
H  3.170  0.138  1.408  0.1525
H  2.363  1.552  1.197  0.1009
F  2.260  3.739  -6.093  0.1809
C  1.922  3.377  -4.875  -0.1245
C  1.441  4.308  -3.972  -0.1259
F  1.328  5.571  -4.333  0.1776
C  1.059  3.917  -2.705  -0.2304
F  0.591  4.823  -1.859  0.1238
C  1.146  2.594  -2.296  -0.4504
S  0.560  2.170  -0.683  0.8699
C  1.651  1.702  -3.214  -0.2222
F  1.765  0.400  -2.864  -0.0052
C  2.036  2.058  -4.484  -0.1323
F  2.468  1.116  -5.324  0.1324
C  0.371  -1.892  -5.855  0.0284
C  -0.008  -2.478  -4.538  -0.2032
C  -1.075  -3.316  -4.327  0.0759
C  -1.343  -3.769  -3.039  -0.2342
N  -0.614  -3.325  -1.989  0.1447
C  0.397  -2.539  -2.207  -0.6600
S  1.469  -2.126  -0.850  0.8149
N  0.737  -2.148  -3.458  0.1423
C  -2.420  -4.750  -2.748  0.0098
H  -0.106  -2.425  -6.672  0.1038
H  1.453  -1.893  -6.001  0.1067
H  0.040  -0.851  -5.893  0.1102
H  -1.686  -3.634  -5.161  0.1453
H  1.586  -1.618  -3.592  0.1450
H  -2.991  -5.010  -3.633  0.0946
H  -3.083  -4.357  -1.975  0.1063
H  -1.971  -5.653  -2.325  0.1119

## Properties
Kohn-Sham gap   7.9 eV
Energy relative to the best compared isomer or geometry (same formula, charge and spin)   0.818 eV
Total charge   +2

=====

Formula: C6H13NO2
Source: the OMol25 dataset
Level of theory: ωB97M-V with the def2-TZVPD basis set

Each line ends with the Löwdin charge.
Cartesian coordinates (Å):
C  1.894  -0.672  -0.766  -0.0368
C  0.940  -0.601  0.391  -0.3682
N  0.491  -2.612  1.822  0.0278
C  1.022  0.265  1.407  0.0321
O  0.389  -1.933  0.593  -0.1856
H  1.389  -2.431  2.270  0.0814
H  -0.256  -2.258  2.419  0.0798
H  1.887  0.277  -1.295  0.0830
H  2.893  -0.970  -0.451  0.0918
H  1.576  -1.426  -1.486  0.0746
H  1.317  -0.026  2.404  0.0524
H  0.671  1.279  1.361  0.0563
C  -1.135  2.348  -0.877  -0.0442
C  -1.147  0.845  -0.869  -0.4606
C  -2.115  0.155  -0.203  0.0477
O  -0.647  0.379  -2.073  0.0022
H  -0.707  -0.583  -2.084  0.1028
H  -1.603  2.729  -1.784  0.0879
H  -0.106  2.704  -0.869  0.0762
H  -1.663  2.762  -0.023  0.0799
H  -2.750  0.651  0.508  0.0571
H  -2.341  -0.882  -0.394  0.0625

## Properties
Kohn-Sham gap   8.3 eV
Energy relative to the best compared isomer or geometry (same formula, charge and spin)   6.363 eV
Total charge   0

=====

no.,E (eV),largest force on an atom (eV Å⁻¹)
1,-36468.771,2.270
2,-18535.042,4.799
3,-7894.407,3.495
4,-65383.611,4.238
5,-26635.616,4.264
6,-14052.166,1.140
7,-112420.861,1.311
8,-12012.362,4.301